DFT (ωB97M-V/def2-TZVPD) results for a 13-piece molecular cluster, C46H118O20 overall in a non-equilibrium geometry.

E_LUMO: 0.6028 eV
DFT total energy: -90554.154 eV
energy above the lowest of the compared OMol25 structures with the same formula, charge and spin: 0.000 eV
HOMO energy: -9.19 eV

Geometry as ORCA input:
```
! wB97M-V def2-TZVPD RIJCOSX def2/J DEFGRID3
* xyz 0 1
C 0.645 1.401 4.958
O -0.213 0.433 5.619
C 0.432 -0.863 5.821
C 1.184 -1.522 4.619
O 0.531 -1.459 3.379
C -0.754 -1.965 3.304
H 0.806 1.088 3.926
H 1.506 1.692 5.559
H 0.075 2.323 4.841
H -0.251 -1.649 6.144
H 1.072 -0.910 6.702
H 1.460 -2.545 4.875
H 2.116 -0.970 4.494
H -1.426 -1.504 4.027
H -0.855 -3.020 3.561
H -1.228 -1.808 2.335
C 2.116 4.906 5.886
O 2.415 4.553 4.497
C 1.423 4.920 3.472
C 2.100 5.094 2.066
O 2.599 3.932 1.536
C 3.168 4.018 0.230
H 3.018 4.667 6.450
H 1.298 4.286 6.252
H 1.839 5.953 6.003
H 0.845 5.809 3.723
H 0.714 4.093 3.509
H 2.917 5.800 2.213
H 1.375 5.556 1.396
H 2.517 4.259 -0.609
H 3.506 3.015 -0.030
H 3.946 4.778 0.172
C -5.210 -2.810 4.263
O -5.100 -2.406 5.664
C -4.992 -1.030 5.900
C -3.691 -0.292 5.495
O -3.798 0.089 4.113
C -2.917 1.097 3.681
H -6.208 -2.494 3.957
H -5.034 -3.870 4.080
H -4.493 -2.338 3.592
H -5.073 -1.041 6.987
H -5.865 -0.488 5.536
H -2.815 -0.921 5.655
H -3.544 0.568 6.148
H -2.887 1.275 2.606
H -1.887 0.818 3.899
H -3.180 2.037 4.168
C -4.613 -0.840 -8.874
O -4.067 -0.356 -7.618
C -2.972 -1.122 -7.166
C -2.157 -0.328 -6.188
O -2.774 -0.155 -4.889
C -2.113 0.663 -3.981
H -4.027 -1.304 -9.668
H -5.148 0.035 -9.243
H -5.408 -1.528 -8.583
H -2.396 -1.253 -8.082
H -3.307 -2.045 -6.692
H -1.824 0.637 -6.570
H -1.298 -0.952 -5.940
H -2.614 0.668 -3.013
H -2.051 1.640 -4.461
H -1.093 0.327 -3.792
C 5.669 0.802 1.380
O 6.186 1.570 2.506
C 5.248 2.407 3.242
C 3.930 1.690 3.709
O 4.054 0.656 4.731
C 4.612 -0.621 4.305
H 6.521 0.201 1.061
H 5.247 1.369 0.550
H 4.998 -0.019 1.631
H 4.994 3.302 2.674
H 5.879 2.768 4.055
H 3.448 1.298 2.814
H 3.252 2.427 4.140
H 4.084 -0.968 3.416
H 4.389 -1.365 5.070
H 5.677 -0.581 4.077
C 0.052 -2.700 -2.934
O 0.229 -3.843 -3.746
C -0.563 -4.018 -4.964
C -2.108 -4.050 -4.798
O -2.521 -4.877 -3.724
C -3.918 -4.939 -3.446
H -0.449 -1.844 -3.386
H 1.002 -2.445 -2.464
H -0.650 -2.918 -2.130
H -0.224 -4.939 -5.439
H -0.386 -3.226 -5.692
H -2.658 -4.287 -5.709
H -2.417 -3.023 -4.602
H -4.432 -5.299 -4.337
H -4.324 -3.946 -3.253
H -4.186 -5.614 -2.633
C 2.018 -5.586 3.847
O 2.930 -6.163 2.940
C 2.460 -6.478 1.661
C 1.744 -5.291 0.912
O 0.406 -5.142 1.334
C -0.441 -4.343 0.517
H 2.467 -5.468 4.834
H 1.098 -6.163 3.940
H 1.766 -4.564 3.563
H 1.816 -7.354 1.735
H 3.299 -6.804 1.046
H 1.739 -5.563 -0.143
H 2.305 -4.382 1.131
H -0.321 -4.563 -0.544
H -0.034 -3.350 0.708
H -1.451 -4.362 0.925
C 1.755 6.498 -2.713
C 0.366 5.833 -2.738
C -0.006 5.091 -3.985
O 0.319 4.907 -1.733
H 2.547 5.750 -2.739
H 1.980 7.010 -1.777
H 1.863 7.155 -3.576
H -0.362 6.604 -2.489
H 0.835 4.589 -4.463
H -0.441 5.773 -4.716
H -0.684 4.253 -3.825
H 0.907 4.156 -1.844
C 3.635 -2.754 -0.885
C 4.288 -3.955 -1.684
C 4.243 -3.804 -3.185
O 5.631 -4.076 -1.231
H 2.545 -2.731 -0.911
H 3.966 -1.784 -1.254
H 3.952 -2.823 0.156
H 3.763 -4.853 -1.359
H 4.839 -4.543 -3.721
H 4.601 -2.808 -3.446
H 3.217 -3.807 -3.553
H 6.004 -4.892 -1.574
C 2.082 0.508 -3.391
C 2.570 1.684 -2.515
C 3.705 2.586 -3.063
O 1.414 2.438 -2.347
H 1.518 -0.219 -2.806
H 2.952 0.089 -3.896
H 1.304 0.714 -4.126
H 2.981 1.352 -1.561
H 4.658 2.057 -3.066
H 3.716 3.487 -2.451
H 3.400 2.852 -4.076
H 0.689 1.907 -2.009
C -4.263 2.991 -1.122
C -3.202 4.126 -1.343
C -3.036 4.996 -0.079
O -1.979 3.574 -1.672
H -4.239 2.350 -2.004
H -5.268 3.387 -0.975
H -3.967 2.308 -0.326
H -3.547 4.735 -2.179
H -3.865 5.667 0.145
H -2.128 5.559 -0.294
H -2.963 4.344 0.791
H -1.336 4.268 -1.509
C -3.090 -2.556 -0.734
C -4.423 -2.060 -0.115
C -4.400 -0.527 0.217
O -5.408 -2.293 -1.112
H -2.898 -2.083 -1.697
H -3.062 -3.645 -0.775
H -2.227 -2.231 -0.152
H -4.664 -2.696 0.736
H -4.085 0.042 -0.658
H -3.695 -0.418 1.042
H -5.356 -0.120 0.546
H -5.215 -1.848 -1.941
C 0.845 0.038 0.252
C -0.496 0.836 0.218
C -0.436 2.262 0.807
O -0.749 1.046 -1.155
H 1.592 0.524 -0.375
H 0.705 -0.967 -0.146
H 1.249 0.007 1.264
H -1.345 0.313 0.657
H -1.305 2.874 0.564
H 0.459 2.839 0.572
H -0.364 2.307 1.893
H -1.372 1.774 -1.215
*
```